[1]
# C23H29F5N2O15Si

A 6-piece molecular cluster, C23H29F5N2O15Si overall in a non-equilibrium geometry (ωB97M-V/def2-TZVPD, the OMol25 dataset).

## Properties
HOMO level: -10.251 eV
strongest force on any atom: 12.5 eV/A
spin multiplicity: 1
E_tot: -79473.8843 eV

XYZ file:
```
75
Properties=species:S:1:pos:R:3:forces:R:3
C 1.8990 -1.5266 0.7726 0.7 -0.8 -0.1
C 1.8917 0.0350 0.2767 1.6 0.4 0.1
C 3.4193 0.6312 0.6067 7.5 2.8 4.1
N 4.5596 1.0557 1.1120 -10.7 -4.0 -4.9
C 0.8373 1.0137 1.0616 2.3 1.8 -0.5
C 1.0281 2.5363 0.3963 -0.1 7.3 -5.0
N 1.0717 3.6689 -0.2755 -0.3 -10.7 6.4
Si -1.0210 0.5567 0.8500 -2.7 0.6 0.2
C -1.4989 0.3311 -1.0030 0.5 0.4 -1.0
C -2.0427 2.1016 1.4923 -0.2 0.1 1.1
C -1.5965 -0.9284 1.9906 0.6 -0.7 0.5
H 1.9214 -2.1956 -0.2041 -0.1 1.3 2.2
H 2.8734 -1.7801 1.4138 -2.2 0.7 -1.6
H 0.9894 -1.8478 1.4343 1.6 0.9 -1.4
H 1.7583 0.0667 -0.9026 0.2 0.2 2.7
H 1.1550 1.1345 2.1888 -0.6 -0.3 -2.2
H -2.3904 1.0771 -1.2449 2.2 -1.9 0.4
H -1.8125 -0.7809 -1.1886 0.6 2.2 0.0
H -0.5592 0.6507 -1.6596 -2.0 -0.9 1.1
H -1.8592 3.0542 0.8216 -0.4 -1.8 1.6
H -3.1975 1.8146 1.5224 2.9 0.8 0.0
H -1.6948 2.2595 2.6227 -0.7 0.1 -2.4
H -2.7667 -0.9669 2.0787 2.3 0.2 -0.1
H -1.1042 -0.7615 3.0634 -1.2 -0.6 -2.2
H -1.2298 -1.9624 1.5547 -0.8 2.0 1.0
O 3.4465 -0.1191 7.1590 1.4 -0.7 -2.5
C 4.0272 -0.3869 6.1203 -1.2 0.7 3.0
O 5.3475 -0.1152 5.8875 -1.1 -0.1 0.3
C 5.6600 -0.6949 4.6368 1.3 0.1 -0.4
C 4.3270 -0.7733 3.9747 -0.3 -0.2 -0.6
F 4.2609 -1.8415 3.1486 -0.1 -0.2 -0.3
O 3.4381 -0.9862 5.0477 0.4 0.6 0.4
H 6.1125 -1.6794 4.7961 -0.2 0.0 -0.2
H 6.3647 -0.0708 4.0805 -0.1 0.0 0.2
H 4.0403 0.1348 3.4337 0.0 -0.2 -0.1
O 3.5387 1.0247 -5.6536 -1.6 1.9 1.3
C 2.8288 1.8407 -5.0896 1.9 -1.9 -1.6
O 3.0086 3.1949 -5.1632 0.1 -1.2 0.0
C 1.9127 3.7804 -4.4894 0.0 1.3 0.0
C 1.4720 2.6868 -3.5776 -0.8 0.0 0.5
F 0.1367 2.7385 -3.3726 -0.2 -0.1 0.2
O 1.7647 1.5145 -4.3035 0.9 0.3 -0.3
H 1.1449 4.0590 -5.2189 -0.1 -0.2 0.2
H 2.2210 4.6770 -3.9449 0.1 -0.2 -0.1
H 1.9964 2.6652 -2.6163 -0.2 0.0 0.0
O 7.1509 -2.9530 -1.0790 -1.1 2.1 -1.7
C 6.7088 -2.0545 -1.7755 1.4 -2.6 1.6
O 7.2724 -1.6496 -2.9544 -0.2 -0.4 1.1
C 6.3945 -0.6899 -3.5079 0.3 0.4 -1.2
C 5.6587 -0.1957 -2.3095 -0.6 0.4 0.1
F 4.3960 0.1630 -2.6329 -0.4 0.3 0.1
O 5.5980 -1.3267 -1.4705 0.8 -0.1 -0.2
H 5.7381 -1.1765 -4.2371 -0.1 0.2 0.2
H 6.9503 0.1053 -4.0119 0.0 -0.2 0.1
H 6.1570 0.6261 -1.7842 -0.2 0.0 0.0
O -4.1053 0.8812 -0.1625 -3.3 0.3 0.6
C -5.2712 1.0755 0.1388 2.5 -0.3 -0.4
O -5.6965 1.3798 1.4029 0.7 -0.4 -1.1
C -7.0793 1.6551 1.3036 -0.6 0.4 1.1
C -7.4655 0.9270 0.0616 -0.7 0.0 -0.5
F -8.4729 1.5634 -0.5770 -0.2 0.0 -0.2
O -6.3096 1.0083 -0.7409 0.6 -0.2 0.8
H -7.2292 2.7371 1.2243 -0.1 -0.2 -0.2
H -7.6159 1.2902 2.1835 0.3 0.0 -0.1
H -7.7299 -0.1238 0.2211 -0.1 0.2 -0.2
O -5.5275 -2.3937 2.0945 -1.0 -1.1 -2.6
C -5.8931 -2.8625 1.0294 1.0 0.7 3.2
O -5.8874 -4.1989 0.7370 0.2 1.1 0.4
C -6.5024 -4.3334 -0.5285 -0.2 -1.2 -0.4
C -6.3052 -2.9835 -1.1290 -0.4 0.4 -0.8
F -7.3285 -2.6687 -1.9545 0.0 0.2 -0.2
O -6.3496 -2.1185 -0.0169 0.5 -0.5 0.4
H -7.5593 -4.5866 -0.3933 0.0 0.2 -0.2
H -6.0248 -5.1231 -1.1146 0.0 0.1 0.3
H -5.3515 -2.8605 -1.6533 -0.2 0.1 -0.1
```
Forces are in eV/Å.

[2]
# C23H29N3O3

One molecule with the formula C23H29N3O3 (ωB97M-V/def2-TZVPD, the OMol25 dataset).

## Properties
HOMO level: -8.166 eV
strongest force on any atom: 0.7 eV/A
spin multiplicity: 1
E_tot: -34934.8779 eV
ΔE to the lowest compared entry with this formula, charge and spin: 270.1 kJ/mol

XYZ file:
```
58
Properties=species:S:1:pos:R:3:forces:R:3
O 3.8736 2.3586 2.2920 0.0 0.4 0.0
C 3.0414 1.4883 2.5085 0.0 -0.3 0.0
C 1.7737 1.4163 1.7343 -0.1 0.0 -0.2
C 1.3854 0.2540 1.0802 0.1 0.3 0.1
C 0.2413 0.2232 0.3034 -0.3 -0.1 -0.2
C -0.5487 1.3643 0.1790 0.2 0.1 0.2
O -1.7028 1.4533 -0.5248 0.1 0.3 0.1
C -2.1908 0.3292 -1.2426 -0.2 -0.4 -0.3
C -3.6545 0.6370 -1.5789 0.2 -0.1 0.0
C -4.1092 -0.1858 -2.7753 -0.2 0.0 0.2
N -3.4062 0.2214 -3.9855 -0.1 0.0 -0.1
C -3.4824 -0.7797 -5.0397 0.0 0.2 0.0
C -2.6266 -1.9955 -4.7860 0.2 0.1 -0.3
C -1.3844 -2.1516 -5.3994 -0.1 -0.1 0.0
C -0.6047 -3.2457 -5.0690 0.0 0.0 0.1
C -1.0822 -4.1479 -4.1301 0.1 0.1 -0.1
C -2.3313 -3.9116 -3.5796 0.2 -0.2 0.1
N -3.0846 -2.8738 -3.8988 -0.4 0.0 0.0
C -2.0750 0.7438 -3.7252 0.2 0.1 0.1
C -1.3847 0.0809 -2.5311 -0.1 0.2 0.0
C -0.1486 2.5372 0.8269 -0.1 -0.1 -0.1
C 1.0022 2.5655 1.5810 0.1 -0.1 0.0
N 3.2574 0.5038 3.4218 0.2 -0.1 -0.1
C 2.1959 -0.1666 4.1403 -0.5 0.1 0.3
C 1.9433 0.5579 5.4664 0.1 -0.2 0.0
C 3.2255 0.6342 6.2927 0.0 0.4 -0.2
C 4.3500 1.2848 5.4729 0.2 -0.6 0.2
O 4.0503 2.6449 5.2545 -0.2 0.2 -0.1
C 4.5092 0.5209 4.1549 0.3 0.3 0.1
H 1.9955 -0.6347 1.1589 0.0 -0.1 0.0
H -0.0190 -0.6928 -0.2031 -0.1 -0.1 -0.1
H -2.1474 -0.5611 -0.5988 0.0 0.1 0.0
H -4.2850 0.4210 -0.7164 0.0 0.1 0.0
H -3.7428 1.7004 -1.8015 0.0 0.1 0.0
H -3.9522 -1.2536 -2.5593 -0.1 0.2 0.0
H -5.1795 -0.0306 -2.9494 0.0 -0.1 0.1
H -3.1818 -0.3023 -5.9764 -0.1 -0.1 0.0
H -4.5289 -1.0829 -5.1174 0.0 0.0 -0.1
H -1.0431 -1.4314 -6.1280 0.0 0.1 -0.1
H 0.3595 -3.3936 -5.5343 0.1 0.0 0.0
H -0.5053 -5.0124 -3.8404 0.0 -0.1 0.0
H -2.7582 -4.5852 -2.8471 0.1 -0.1 0.0
H -1.4645 0.6250 -4.6217 0.0 0.1 0.0
H -2.1637 1.8178 -3.5259 0.2 0.0 -0.1
H -1.2961 -0.9925 -2.7083 0.1 0.0 0.0
H -0.3797 0.4911 -2.4178 0.0 -0.1 0.0
H -0.7627 3.4163 0.7130 -0.1 0.1 0.0
H 1.3152 3.4776 2.0658 0.0 0.1 0.0
H 1.2883 -0.1742 3.5370 0.1 -0.1 0.1
H 2.5072 -1.2003 4.3282 -0.1 0.0 -0.1
H 1.1627 0.0407 6.0255 -0.1 0.0 0.0
H 1.6019 1.5725 5.2526 -0.1 0.0 0.0
H 3.0539 1.2311 7.1883 0.0 0.0 0.1
H 3.5418 -0.3660 6.5957 0.0 0.0 0.1
H 5.2947 1.2192 6.0389 -0.2 -0.1 -0.1
H 4.1840 2.8521 4.3182 0.0 0.0 0.0
H 5.2639 0.9995 3.5261 0.0 -0.1 0.1
H 4.8089 -0.5121 4.3550 0.0 0.0 0.0
```
Forces are in eV/Å.

[3]
# C23H29N3O3

One molecule with the formula C23H29N3O3 (ωB97M-V/def2-TZVPD, the OMol25 dataset).

## Properties
HOMO level: -8.209 eV
strongest force on any atom: 0.5 eV/A
spin multiplicity: 1
E_tot: -34935.8982 eV
ΔE to the lowest compared entry with this formula, charge and spin: 171.7 kJ/mol

XYZ file:
```
58
Properties=species:S:1:pos:R:3:forces:R:3
C -5.0123 -0.4064 -2.0365 0.0 0.0 0.0
C -4.2405 -0.5794 -0.7641 0.0 0.0 0.0
C -4.5679 -1.6074 0.1147 0.1 0.1 0.0
C -3.8792 -1.7693 1.3027 0.0 0.0 0.0
C -2.8417 -0.9141 1.6209 0.2 0.2 0.0
C -2.4751 0.0989 0.7392 -0.4 -0.2 0.2
C -1.3240 0.9602 1.1316 0.1 0.0 -0.1
O -0.9955 1.1178 2.2930 0.0 0.0 0.2
N -0.6169 1.5044 0.1068 0.1 0.1 -0.2
C 0.4430 2.4635 0.3370 0.0 0.4 -0.1
C 1.7885 1.9070 -0.1646 -0.4 -0.1 0.1
O 2.5795 2.5562 -0.8127 0.2 0.2 -0.1
N 1.9740 0.6165 0.2038 -0.1 -0.4 0.2
C 3.1289 -0.1649 0.0730 0.3 -0.1 -0.1
C 4.3974 0.3888 -0.0161 0.0 0.1 0.0
C 5.5111 -0.4326 -0.0298 0.0 -0.1 0.0
C 5.3641 -1.8045 0.0625 0.1 0.0 0.0
C 4.0995 -2.3658 0.1251 -0.1 0.0 0.0
C 2.9695 -1.5610 0.1075 0.1 0.2 0.0
N 1.6415 -2.0567 0.1281 0.0 0.0 0.1
C 1.4247 -3.3509 0.7483 -0.4 0.0 0.1
C -0.0854 -3.5439 0.9057 0.3 -0.1 0.2
O -0.7313 -3.5197 -0.3473 0.0 -0.2 0.0
C -0.4997 -2.2937 -0.9992 0.2 0.3 -0.2
C 0.9947 -2.0246 -1.1786 -0.4 -0.1 -0.2
C 0.1262 3.8454 -0.2646 0.0 0.0 0.2
C -1.3257 4.2355 0.0095 0.2 -0.1 -0.1
C 1.0639 4.8953 0.3275 0.1 -0.2 -0.2
C -3.1912 0.2680 -0.4428 0.1 -0.1 0.2
H -6.0750 -0.3005 -1.8241 -0.1 0.0 -0.1
H -4.6784 0.4714 -2.5841 0.0 0.0 -0.1
H -4.8871 -1.2815 -2.6732 0.0 0.0 -0.1
H -5.3773 -2.2775 -0.1354 -0.1 -0.1 0.0
H -4.1517 -2.5633 1.9814 0.0 -0.1 0.1
H -2.2965 -1.0134 2.5476 0.0 0.0 0.1
H -0.9096 1.3580 -0.8455 -0.1 -0.1 0.1
H 0.5164 2.5560 1.4301 0.0 0.0 -0.2
H 1.2085 0.1283 0.6546 0.0 0.1 -0.1
H 4.5030 1.4597 -0.0658 0.0 0.1 0.0
H 6.4954 0.0046 -0.0966 0.1 0.0 0.0
H 6.2327 -2.4456 0.0714 0.1 -0.1 0.0
H 3.9961 -3.4389 0.1747 -0.1 -0.1 0.0
H 1.9088 -3.3622 1.7261 0.0 -0.1 0.0
H 1.8172 -4.1791 0.1359 0.0 0.0 0.1
H -0.3082 -4.5173 1.3449 0.0 0.1 0.0
H -0.4897 -2.7485 1.5488 0.1 -0.1 0.0
H -0.9990 -2.3626 -1.9673 0.0 0.1 0.0
H -0.9487 -1.4773 -0.4156 0.1 -0.1 -0.1
H 1.1468 -1.0466 -1.6382 0.0 0.0 0.0
H 1.4222 -2.7941 -1.8433 0.0 0.1 0.0
H 0.2949 3.7967 -1.3461 0.0 0.0 0.0
H -1.5341 4.1822 1.0760 -0.1 0.0 0.1
H -1.5034 5.2544 -0.3254 0.0 0.1 0.0
H -2.0267 3.5843 -0.5078 -0.1 0.0 0.0
H 0.9178 4.9690 1.4031 -0.1 0.0 0.2
H 2.0980 4.6343 0.1271 0.1 0.1 0.0
H 0.8622 5.8674 -0.1157 0.0 0.1 0.0
H -2.9547 1.0795 -1.1181 0.0 0.1 -0.1
```
Forces are in eV/Å.

[4]
# C23H29N3O3

One molecule with the formula C23H29N3O3 (ωB97M-V/def2-TZVPD, the OMol25 dataset).

## Properties
HOMO level: -9.266 eV
strongest force on any atom: 0.5 eV/A
spin multiplicity: 1
E_tot: -34934.6119 eV
ΔE to the lowest compared entry with this formula, charge and spin: 295.8 kJ/mol

XYZ file:
```
58
Properties=species:S:1:pos:R:3:forces:R:3
C 3.0901 -3.3029 1.9378 0.0 0.0 0.0
C 2.8500 -3.1621 0.4439 0.0 -0.1 0.1
C 3.3327 -1.8654 -0.2094 0.0 0.0 0.0
N 2.5998 -1.8466 -1.4849 0.0 0.0 0.0
C 2.2843 -0.7222 -2.1828 0.0 0.0 0.0
O 1.4869 -0.7363 -3.1086 0.0 0.0 0.0
C 2.9863 0.5486 -1.7434 0.0 0.0 0.0
C 2.5368 1.7586 -2.5543 0.0 0.0 0.0
C 1.1098 2.2117 -2.2306 0.0 0.0 0.0
C 1.2874 3.2440 -1.1082 0.0 0.0 0.0
N 2.6095 3.7765 -1.3908 0.0 0.0 0.0
C 3.3958 2.9473 -2.1331 0.0 0.0 0.0
O 4.5730 3.1106 -2.3737 0.0 0.0 0.0
C 1.7627 -3.0373 -1.6124 0.0 0.0 0.0
C 1.4418 -3.3380 -0.1420 0.1 0.2 -0.3
N 0.3878 -2.3833 0.2279 -0.2 -0.3 0.3
C 0.2935 -1.3946 1.1511 0.1 0.1 -0.2
O 1.1764 -1.0204 1.9044 0.0 0.0 0.0
C -1.0373 -0.6981 1.1495 0.0 0.0 0.0
C -2.0100 -0.6051 2.3498 0.0 0.0 0.0
C -2.6542 0.2445 1.2160 0.0 0.0 0.0
C -3.9364 0.9927 1.2636 0.0 0.0 0.0
C -4.9402 0.7493 0.3340 0.0 0.0 0.0
C -6.1329 1.4589 0.3805 0.0 0.0 0.0
C -6.3321 2.4194 1.3598 0.0 0.0 0.0
C -5.3339 2.6682 2.2937 0.0 0.0 0.0
C -4.1450 1.9591 2.2452 0.0 0.0 0.0
C -2.2771 -0.8996 0.2392 0.0 0.0 0.0
C -1.2318 0.8263 0.9699 0.0 0.0 0.0
H 2.6254 -2.5016 2.5019 0.0 0.0 0.0
H 2.7009 -4.2594 2.2925 0.0 0.0 0.0
H 4.1639 -3.2969 2.1362 0.0 0.0 0.0
H 3.3966 -3.9819 -0.0367 0.0 0.0 0.0
H 3.0663 -1.0157 0.4183 0.0 0.0 0.0
H 4.4133 -1.8668 -0.3667 0.0 0.0 0.0
H 2.7851 0.7153 -0.6794 0.0 0.0 0.0
H 4.0679 0.4166 -1.8318 0.0 0.0 0.0
H 2.6794 1.5546 -3.6132 0.0 0.0 0.0
H 0.6701 2.6944 -3.1034 0.0 0.0 0.0
H 0.4620 1.3845 -1.9481 0.0 0.0 0.0
H 0.5293 4.0263 -1.1406 0.0 0.0 0.0
H 1.2494 2.7764 -0.1180 0.0 0.0 0.0
H 3.0288 4.5329 -0.8763 0.0 0.0 0.0
H 0.8944 -2.8032 -2.2241 0.0 0.0 0.0
H 2.3058 -3.8643 -2.0765 0.0 0.0 0.0
H 1.0710 -4.3523 0.0162 0.0 0.0 0.0
H -0.4518 -2.5045 -0.3163 0.0 0.0 0.0
H -2.5351 -1.5215 2.6213 0.0 0.0 0.0
H -1.6403 -0.0630 3.2191 0.0 0.0 0.0
H -4.7859 -0.0011 -0.4324 0.0 0.0 0.0
H -6.9068 1.2600 -0.3498 0.0 0.0 0.0
H -7.2612 2.9730 1.3976 0.0 0.0 0.0
H -5.4847 3.4164 3.0613 0.0 0.0 0.0
H -3.3678 2.1543 2.9753 0.0 0.0 0.0
H -2.1602 -0.6208 -0.8102 0.0 0.0 0.0
H -2.8284 -1.8344 0.3620 0.0 0.0 0.0
H -0.8172 1.4544 1.7575 0.0 0.0 0.0
H -1.0440 1.2246 -0.0284 0.0 0.0 0.0
```
Forces are in eV/Å.

Question: Which value of E_tot does entry 3 give?
Answer: -34935.8982 eV

Question: Which value of spin multiplicity does entry 3 give?
Answer: 1

Question: What is the spin multiplicity in the third record?
Answer: 1